No. 1
# C2H7NO

An isolated molecule of C2H7NO (ωB97M-V with the def2-TZVPD basis set, the OMol25 dataset).

```
! wB97M-V def2-TZVPD RIJCOSX def2/J DEFGRID3
* xyz 0 1
C 0.413 -0.388 1.208
N -0.133 0.723 0.464
C -0.333 0.592 -0.982
O -0.188 -0.811 -1.228
H 0.708 -0.166 2.254
H 1.299 -0.833 0.704
H -0.307 -1.357 1.255
H -0.938 1.290 1.035
H -1.484 0.980 -1.208
H 0.461 1.045 -1.480
H 0.503 -1.075 -2.021
*
```

Output
Orbital gap, eV: 9.06
Molar mass, g mol⁻¹: 61.08
SMILES string: CNCO
LUMO energy, eV: 0.80
E, eV: -5722.905
Relative energy (zero: lowest compared OMol25 entry of this formula, charge and spin), kJ/mol: 225.4

=====

No. 2
# CHF2OS2

A structure of composition CHF2OS2 (ωB97M-V with the def2-TZVPD basis set, the OMol25 dataset).

```
! wB97M-V def2-TZVPD RIJCOSX def2/J DEFGRID3
* xyz -1 1
C 0.669 -0.066 -0.315
O -0.580 1.400 1.557
F 1.237 0.637 -1.349
F 0.930 -1.373 -0.627
S -1.942 -1.458 0.234
S -1.279 0.278 -0.147
H 0.965 0.581 0.647
*
```

Output
Orbital gap (alpha / beta), eV: 7.68 / 7.70
Molar mass, g mol⁻¹: 131.15
LUMO energy (alpha / beta), eV: 3.69 / 3.69
E, eV: -30203.845
Relative energy (zero: lowest compared OMol25 entry of this formula, charge and spin), kJ/mol: 334.0

=====

No. 3
# C5H17N2O

A cluster of 2 separate species, C5H17N2O in total (ωB97M-V with the def2-TZVPD basis set, the OMol25 dataset).

```
! wB97M-V def2-TZVPD RIJCOSX def2/J DEFGRID3
* xyz 1 1
C 1.653 -0.660 1.259
C 0.881 -0.068 0.113
C -0.599 -0.561 0.147
C -1.724 0.477 0.520
C -4.059 -0.164 1.088
N -2.992 -0.030 0.058
N 1.478 -0.588 -1.158
H 1.254 -0.157 2.181
H 2.747 -0.577 1.211
H 1.419 -1.698 1.423
H 0.875 1.029 0.194
H -0.695 -1.495 0.706
H -1.008 -0.844 -0.858
H -1.726 0.689 1.606
H -1.455 1.416 0.000
H -4.058 -1.058 1.701
H -3.965 0.755 1.645
H -5.033 0.082 0.643
H -2.979 -0.821 -0.563
H 1.371 0.054 -1.958
H 1.075 -1.487 -1.429
H 2.501 -0.661 -1.225
H 4.928 1.091 -2.114
H 4.168 2.399 -1.741
O 4.239 1.460 -1.562
*
```

Output
Orbital gap, eV: 8.36
Molar mass, g mol⁻¹: 121.20
LUMO energy, eV: -3.30
E, eV: -10481.234
Relative energy (zero: lowest compared OMol25 entry of this formula, charge and spin), kJ/mol: 164.1

=====

No. 4
# C2H7ClOP

A cluster of 2 separate species, C2H7ClOP in total (ωB97M-V with the def2-TZVPD basis set, the OMol25 dataset).

```
! wB97M-V def2-TZVPD RIJCOSX def2/J DEFGRID3
* xyz 1 3
C 0.760 1.037 1.463
C -1.188 -0.081 -2.350
O 0.422 -1.822 1.326
P 1.007 -0.559 0.503
Cl 2.970 -0.779 0.882
H 1.488 1.700 1.127
H 0.751 1.057 2.541
H -0.261 1.373 1.206
H -1.431 -1.066 -1.856
H -0.503 -0.188 -3.268
H -1.729 0.939 -2.208
H 0.660 -2.704 1.201
*
```

Output
Orbital gap (alpha / beta), eV: 8.12 / 7.86
Molar mass, g mol⁻¹: 113.50
LUMO energy (alpha / beta), eV: -4.39 / -8.82
⟨S²⟩: 2.0077
E, eV: -26035.736
Relative energy (zero: lowest compared OMol25 entry of this formula, charge and spin), kJ/mol: 0.0

=====

No. 5
# C41H74N4O26

A structure of composition C41H74N4O26 (ωB97M-V with the def2-TZVPD basis set, the OMol25 dataset).

```
! wB97M-V def2-TZVPD RIJCOSX def2/J DEFGRID3
* xyz 0 1
C -4.085 -1.303 -0.767
O -5.471 -0.947 -0.596
H -3.808 -2.147 -0.136
H -4.079 -1.622 -1.809
H -3.390 -0.486 -0.571
H -5.632 -0.174 -1.142
C -1.002 -0.619 -3.510
C -0.198 -0.003 -4.669
C 1.348 -0.438 -4.662
O 1.356 -1.413 -5.650
C 0.275 -1.301 -6.440
O 0.084 -1.859 -7.510
O -0.539 -0.490 -5.900
H -2.067 -0.493 -3.709
H -0.686 -0.163 -2.572
H -0.958 -1.708 -3.507
H -0.192 1.082 -4.765
H 1.518 -0.897 -3.689
H 1.955 0.467 -4.669
C 3.483 -3.304 -0.158
C 3.017 -2.170 -1.063
C 3.398 -1.917 -2.517
O 2.187 -1.938 -3.145
C 1.174 -2.198 -2.313
O -0.003 -2.283 -2.663
O 1.593 -2.234 -1.071
H 4.553 -3.469 -0.034
H 3.121 -4.169 -0.714
H 3.076 -3.358 0.852
H 3.100 -1.154 -0.676
H 3.963 -2.728 -2.976
H 3.907 -0.969 -2.693
C 4.292 2.853 -0.195
C 3.942 1.472 -0.913
C 2.462 1.052 -0.707
O 2.226 0.553 -1.995
C 3.091 0.966 -2.953
O 3.009 0.908 -4.136
O 4.035 1.706 -2.251
H 5.374 2.955 -0.117
H 3.990 2.895 0.851
H 4.077 3.795 -0.699
H 4.650 0.716 -0.572
H 1.751 1.860 -0.534
H 2.428 0.287 0.068
C -1.122 -4.800 -1.146
C -0.081 -4.845 -0.046
C 0.119 -3.450 0.613
O 0.441 -3.856 1.904
C -0.209 -5.074 2.156
O -0.298 -5.643 3.255
O -0.583 -5.586 1.045
H -0.581 -4.258 -1.922
H -2.094 -4.347 -0.954
H -1.186 -5.759 -1.660
H 0.840 -5.357 -0.329
H -0.800 -2.875 0.725
H 0.783 -2.745 0.113
C -4.692 -2.523 3.864
C -4.044 -1.234 3.618
C -3.068 -0.667 4.708
O -1.869 -0.545 3.912
C -2.047 -0.970 2.644
O -1.168 -0.959 1.809
O -3.230 -1.490 2.492
H -5.220 -2.449 4.814
H -3.980 -3.340 3.976
H -5.349 -2.881 3.072
H -4.751 -0.436 3.395
H -2.946 -1.431 5.475
H -3.387 0.344 4.964
C 5.202 -0.093 1.832
C 4.124 -1.074 1.484
C 3.535 -1.820 2.686
O 2.155 -1.657 2.616
C 1.857 -0.989 1.575
O 0.730 -0.810 1.184
O 2.967 -0.416 1.004
H 6.149 -0.589 2.047
H 4.988 0.369 2.796
H 5.381 0.713 1.120
H 4.470 -1.736 0.691
H 3.889 -1.520 3.672
H 3.786 -2.881 2.672
C -0.782 -1.310 -0.568
C -1.204 0.035 -0.041
C -0.002 0.959 0.328
O -0.189 2.190 -0.418
C -1.207 2.074 -1.308
O -1.480 2.843 -2.158
O -1.760 0.832 -1.143
H -0.221 -1.714 0.275
H -0.074 -1.292 -1.397
H -1.585 -2.025 -0.745
H -2.069 -0.101 0.608
H 0.998 0.555 0.172
H -0.260 1.028 1.385
C -3.600 3.197 1.555
O -4.774 2.847 1.336
N -2.533 2.514 2.009
C -1.132 2.888 2.004
C -2.635 1.091 2.543
H -3.415 4.281 1.499
H -0.590 2.686 2.927
H -0.946 3.946 1.818
H -0.666 2.225 1.275
H -2.084 0.470 1.838
H -2.172 0.742 3.466
H -3.622 0.629 2.546
C 0.401 0.283 3.222
O -0.585 0.629 2.497
N 1.290 1.161 3.660
C 2.487 0.463 4.181
C 1.423 2.516 3.282
H 0.568 -0.772 3.490
H 2.437 -0.515 4.661
H 3.177 0.954 4.867
H 2.937 0.043 3.281
H 0.838 2.879 2.437
H 1.312 3.199 4.124
H 2.397 2.609 2.801
C -6.030 1.090 -2.469
O -6.980 0.717 -1.701
N -4.890 1.517 -1.948
C -4.812 1.629 -0.466
C -3.604 1.637 -2.675
H -6.138 0.984 -3.560
H -4.082 2.218 0.090
H -4.365 0.661 -0.238
H -5.675 1.683 0.198
H -3.060 0.719 -2.449
H -3.547 1.668 -3.763
H -2.944 2.415 -2.293
C 1.625 4.006 -0.189
O 2.407 4.566 0.583
N 1.708 4.212 -1.482
C 0.671 3.703 -2.428
C 2.739 5.125 -1.984
H 0.828 3.356 0.201
H 0.061 2.974 -1.895
H 1.176 3.373 -3.336
H 0.139 4.632 -2.634
H 2.631 5.377 -3.039
H 2.682 5.998 -1.334
H 3.748 4.773 -1.774
*
```

Output
Orbital gap, eV: 6.96
Molar mass, g mol⁻¹: 1039.05
LUMO energy, eV: -0.71
E, eV: -102872.010

=====

No. 6
# C44H35Cl2MnN5P2Se2

A structure of composition C44H35Cl2MnN5P2Se2 (ωB97M-V with the def2-TZVPD basis set, the OMol25 dataset).

```
! wB97M-V def2-TZVPD RIJCOSX def2/J DEFGRID3
* xyz -1 5
Mn 2.701 0.546 -0.016
Se -2.572 -3.260 3.415
P -2.500 -1.888 1.828
C -3.343 -0.328 2.229
C -2.641 0.868 2.328
C -3.283 2.026 2.745
C -4.632 1.996 3.060
C -5.337 0.801 2.982
C -4.693 -0.359 2.587
C -3.302 -2.633 0.373
C -2.652 -3.734 -0.181
C -3.225 -4.434 -1.229
C -4.463 -4.051 -1.727
C -5.122 -2.965 -1.171
C -4.545 -2.258 -0.126
C -0.837 -1.374 1.352
C -0.208 -0.664 0.310
N 1.048 -0.434 0.750
N 1.197 -0.974 1.949
N 0.083 -1.543 2.324
P -0.668 0.033 -1.291
Se 0.935 0.990 -2.270
C -2.041 1.175 -0.982
C -3.363 0.749 -0.915
C -4.377 1.652 -0.631
C -4.069 2.985 -0.406
C -2.749 3.413 -0.466
C -1.735 2.515 -0.758
C -1.232 -1.345 -2.323
C -2.253 -1.226 -3.259
C -2.466 -2.238 -4.184
C -1.648 -3.359 -4.194
C -0.620 -3.474 -3.268
C -0.417 -2.475 -2.333
H -1.587 0.903 2.082
H -2.722 2.948 2.820
H -5.134 2.900 3.382
H -6.385 0.768 3.255
H -5.222 -1.304 2.593
H -1.695 -4.045 0.223
H -2.703 -5.278 -1.660
H -4.908 -4.596 -2.549
H -6.089 -2.661 -1.553
H -5.072 -1.414 0.298
H -3.600 -0.290 -1.090
H -5.403 1.310 -0.573
H -4.856 3.691 -0.175
H -2.506 4.452 -0.283
H -0.703 2.842 -0.813
H -2.867 -0.335 -3.291
H -3.265 -2.140 -4.908
H -1.809 -4.140 -4.927
H 0.033 -4.338 -3.276
H 0.403 -2.555 -1.630
C 5.301 3.250 -2.144
C 6.044 2.364 -2.956
C 5.793 1.025 -2.905
C 4.786 0.521 -2.040
N 4.100 1.400 -1.220
C 4.362 2.712 -1.299
C 4.413 -0.845 -1.959
C 4.967 -1.884 -2.754
C 4.565 -3.175 -2.570
C 3.601 -3.479 -1.581
C 3.089 -2.430 -0.852
N 3.448 -1.158 -1.029
H 5.462 4.318 -2.171
H 6.813 2.744 -3.618
H 6.360 0.343 -3.522
H 3.762 3.329 -0.642
H 5.705 -1.649 -3.507
H 4.990 -3.965 -3.177
H 3.282 -4.492 -1.385
H 2.355 -2.599 -0.069
C 2.387 1.948 1.008
C 2.346 2.713 2.169
C 1.303 2.550 3.131
C 1.271 3.302 4.286
C 2.245 4.262 4.565
C 3.268 4.443 3.635
C 3.330 3.702 2.472
H 0.540 1.800 2.952
H 0.467 3.129 4.995
H 2.211 4.843 5.477
H 4.042 5.180 3.823
H 4.142 3.868 1.773
Cl 4.613 -0.588 1.892
C 3.966 0.210 3.339
Cl 4.717 -0.430 4.814
H 2.901 0.013 3.368
H 4.169 1.271 3.275
*
```

Output
Orbital gap (alpha / beta), eV: 4.86 / 5.96
Molar mass, g mol⁻¹: 979.51
LUMO energy (alpha / beta), eV: 2.20 / 2.19
⟨S²⟩: 6.4568
E, eV: -259282.972